108
Properties=species:S:1:pos:R:3:mulliken_charge:R:1 method="wB97M-V/def2-TZVPD" e_homo_ev=-9.002 relative_energy_kcal_mol=0.0 homo_lumo_gap_ev=8.66
O -2.132 1.091 -0.646 -0.37
O -3.120 -3.161 0.486 -0.67
O 4.399 4.817 -0.319 -0.59
O 6.098 4.571 -1.603 -0.59
O -4.046 2.943 -6.200 -0.60
O -0.102 0.145 0.048 0.56
O -2.013 2.513 -5.487 -0.52
O -1.119 2.779 -2.009 -0.77
O -2.040 -1.380 -0.364 -0.77
O -3.149 -1.340 2.953 -0.85
O 1.269 1.415 -1.228 -0.45
O -2.011 0.045 1.536 -0.66
N -3.219 2.276 -5.544 0.96
N -3.747 -3.592 4.750 -0.26
N 1.465 -4.550 0.785 -0.59
N 4.909 4.768 -1.408 1.02
N 3.826 0.543 2.055 -0.20
N -0.915 -0.947 4.534 -0.11
N -2.274 3.590 3.083 -0.67
N -0.189 -2.459 -4.854 -0.58
C -4.488 -1.384 -3.775 -0.90
C 4.076 0.976 0.779 -0.44
C 1.646 -1.078 -3.358 -0.17
C -2.842 0.241 -4.112 0.11
C 2.656 4.265 -2.293 -0.24
C 0.188 1.159 -0.787 0.55
C 3.607 -4.421 -0.223 -0.52
C 3.480 -2.981 -0.306 -0.36
C -2.311 4.605 2.135 -0.63
C 6.263 -0.137 0.714 -0.64
C -0.384 0.871 6.088 -0.80
C -0.102 3.910 1.408 -0.30
C 1.172 0.353 4.220 -0.54
C 4.448 4.937 -3.857 -0.68
C 1.459 -0.732 -4.679 -0.51
C 1.413 -3.245 0.887 -0.08
C 0.862 -2.142 -2.838 0.24
C 0.248 -0.600 3.870 0.11
C -6.157 -5.083 4.830 -0.13
C -3.229 -0.910 -3.512 -0.09
C -4.362 -4.075 3.665 0.13
C -5.585 -4.683 6.036 -0.61
C 0.569 -1.466 -5.468 -0.38
C 0.802 1.101 5.358 -0.36
C -1.209 -0.076 5.578 -0.33
C 3.994 4.622 -2.521 0.36
C -2.688 -1.062 1.855 0.41
C -0.176 2.761 2.162 0.38
C 2.553 -5.155 0.250 -0.54
C -5.394 -0.706 -4.555 -0.49
C 5.981 -0.666 2.002 -0.54
C -1.349 2.718 2.970 -0.48
C 5.279 0.623 0.096 -0.54
C -4.343 -3.970 5.917 -0.29
C -3.741 0.961 -4.910 -0.43
C -5.551 -4.858 3.647 -0.79
C 1.848 4.044 -3.422 -0.16
C -1.184 1.778 -1.266 0.68
C -2.627 -2.043 0.566 0.40
C 0.004 -2.800 -3.568 -0.55
C 2.198 4.334 -4.702 -0.90
C 3.539 4.694 -4.932 -0.28
C 4.819 -0.214 2.651 -0.32
C 2.366 -2.439 0.290 0.40
C -4.986 0.433 -5.190 -0.37
C -1.132 4.916 1.393 -0.49
B -1.581 -0.039 0.156 0.98
Li -2.103 -2.536 4.243 1.08
H 1.541 1.823 5.673 0.41
H 1.020 -2.554 -1.852 0.25
H -7.125 -5.551 4.936 0.36
H -5.719 0.941 -5.800 0.42
H 2.340 -1.380 0.498 -0.16
H -6.409 -1.072 -4.588 0.38
H 3.407 1.621 0.229 0.86
H -5.826 -5.225 2.670 0.45
H 3.937 4.839 -5.926 0.38
H -0.641 1.510 6.920 0.41
H -3.134 5.304 2.161 0.39
H 4.457 -2.561 -0.491 0.39
H -2.576 -1.519 -2.904 0.46
H -0.855 5.839 0.904 0.44
H 0.468 -1.332 -6.535 0.37
H -3.939 -4.097 2.671 0.32
H 2.060 0.609 3.661 0.82
H 0.582 -2.815 1.425 0.66
H 0.757 4.259 0.853 0.35
H -1.850 0.627 -3.928 0.67
H 4.515 -4.845 -0.626 0.43
H 0.617 2.029 2.127 0.27
H -1.553 1.891 3.633 0.73
H 5.416 5.415 -3.841 0.39
H 1.868 0.114 -5.212 0.42
H 0.467 -1.318 3.093 0.13
H 1.545 4.126 -5.536 0.47
H 6.623 -1.201 2.687 0.43
H 2.422 -0.526 -2.849 0.44
H 4.537 -0.741 3.551 0.36
H -3.798 -3.781 6.830 0.36
H -4.774 -2.292 -3.265 0.41
H -0.362 -3.762 -3.242 0.42
H 0.860 3.655 -3.227 0.51
H 2.545 -6.235 0.252 0.39
H 7.186 -0.425 0.233 0.40
H -6.102 -4.762 6.981 0.39
H -2.126 -0.477 5.983 0.43
H 5.481 0.974 -0.905 0.44
H 2.302 4.028 -1.301 0.32